--- i ---
ORCA calculation (ωB97M-V with the def2-TZVPD basis set) on a 2-piece molecular cluster, C6H15N4O overall.

XYZ file:
```
26
Properties=species:S:1:pos:R:3
C -0.503 0.256 0.053
C -0.585 -0.393 -1.121
C -1.218 -0.146 1.287
C 0.196 -0.030 -2.345
C -1.552 -1.493 -1.429
C 0.488 1.310 0.401
N -2.594 -0.011 1.093
N 1.524 1.150 1.142
N 0.413 2.509 -0.224
N 2.516 -1.292 1.767
O -0.629 -0.402 2.303
H 1.202 0.398 -1.974
H -0.446 0.493 -3.020
H 0.563 -0.975 -2.889
H -2.620 -1.444 -1.000
H -1.661 -1.440 -2.447
H -0.990 -2.444 -1.272
H -2.902 0.875 0.656
H -3.268 -0.196 1.857
H 2.119 2.032 1.340
H 1.974 0.161 1.513
H -0.306 2.397 -0.995
H 0.713 3.493 -0.051
H 3.458 -1.340 1.766
H 2.070 -1.808 0.928
H 2.036 -1.658 2.663
```

Properties
Total charge: +1
Kohn-Sham gap in eV: 10.3
HOMO level in Eh: -0.4934
Lowest unoccupied orbital energy in eV: -3.1


--- ii ---
ORCA calculation (ωB97M-V with the def2-TZVPD basis set) on C6H15N4O as an isolated structure.

XYZ file:
```
26
Properties=species:S:1:pos:R:3
C -1.873 -0.524 0.231
C 0.560 -0.407 -0.162
C 2.615 0.098 1.244
C -0.773 -2.585 -0.564
C -0.246 1.514 -1.603
C 1.346 -0.648 1.182
N -0.720 -1.179 -0.110
N -1.429 0.795 0.666
N -2.193 1.767 0.536
N 0.116 1.018 -0.252
O -3.023 -0.745 0.101
H 1.245 -0.641 -0.946
H 3.416 -0.167 0.485
H 3.130 -0.221 2.073
H 2.699 1.189 1.158
H -1.298 -3.186 0.176
H -1.362 -2.566 -1.487
H 0.337 -2.923 -0.867
H -1.005 0.973 -2.263
H -0.534 2.515 -1.391
H 0.617 1.514 -2.277
H 0.906 -0.297 2.045
H 1.566 -1.680 1.293
H -2.004 2.645 0.904
H -2.880 2.004 -0.244
H 0.788 1.737 0.072
```

Properties
Total charge: +1
Kohn-Sham gap in eV: 9.5
HOMO level in Eh: -0.4921
Lowest unoccupied orbital energy in eV: -3.9


Stability order, top to bottom: i, ii